Here is one molecule with the formula C23H18ClFN2O3S in a non-equilibrium geometry from the OMol25 dataset. Energies are from wB97M-V/def2-TZVPD.

The calculation puts the energy above the lowest of the compared OMol25 structures with the same formula, charge and spin at 0.308 eV. The calculation puts the molar mass at 456.93 g/mol. The value obtained for the orbital gap is 8.7 eV. As for the spin multiplicity: 1. As for the SMILES: Cc1ccc(S(=O)(=O)n2ccc(-c3ccc(OCc4c(F)cccc4Cl)cc3)n2)cc1.

Element x y z (Å)
C (2.617, 3.010, -1.693)
C (1.568, 2.384, -2.557)
C (1.885, 1.331, -3.410)
C (0.904, 0.716, -4.168)
C (-0.395, 1.169, -4.070)
S (-1.689, 0.285, -4.907)
O (-2.827, 1.107, -5.182)
O (-1.178, -0.544, -5.951)
N (-2.157, -0.736, -3.591)
C (-3.331, -1.316, -3.245)
C (-3.153, -1.887, -2.013)
C (-1.808, -1.597, -1.666)
C (-1.066, -1.903, -0.455)
C (-1.681, -2.424, 0.681)
C (-0.955, -2.628, 1.837)
C (0.404, -2.328, 1.880)
O (1.063, -2.575, 3.059)
C (1.962, -1.591, 3.538)
C (1.201, -0.444, 4.164)
C (0.695, -0.582, 5.455)
F (0.977, -1.702, 6.141)
C (-0.072, 0.388, 6.073)
C (-0.357, 1.551, 5.380)
C (0.129, 1.733, 4.098)
C (0.896, 0.742, 3.502)
Cl (1.483, 1.034, 1.905)
C (1.034, -1.854, 0.732)
C (0.303, -1.637, -0.415)
N (-1.236, -0.903, -2.640)
C (-0.737, 2.224, -3.248)
C (0.250, 2.831, -2.495)
H (2.570, 2.578, -0.693)
H (3.612, 2.832, -2.092)
H (2.456, 4.082, -1.601)
H (2.905, 0.983, -3.470)
H (1.121, -0.111, -4.825)
H (-4.174, -1.262, -3.902)
H (-3.874, -2.439, -1.448)
H (-2.736, -2.649, 0.671)
H (-1.424, -3.019, 2.726)
H (2.627, -1.221, 2.753)
H (2.554, -2.100, 4.302)
H (-0.432, 0.221, 7.075)
H (-0.956, 2.320, 5.840)
H (-0.083, 2.638, 3.553)
H (2.096, -1.659, 0.730)
H (0.776, -1.251, -1.304)
H (-1.765, 2.549, -3.209)
H (-0.001, 3.653, -1.841)

---

Here is C8H26BCdFN2O6S as an isolated structure in a non-equilibrium geometry from the OMol25 dataset. Energies are from wB97M-V/def2-TZVPD.

The charge is -2. The calculation puts the energy above the lowest of the compared OMol25 structures with the same formula, charge and spin at 0.748 eV. The calculation puts the molar mass at 420.59 g/mol. The value obtained for the orbital gap is 3.8 eV. As for the spin multiplicity: 1.

Element x y z (Å)
Cd (-0.366, -0.712, 1.438)
F (-2.052, -0.246, 2.731)
B (1.220, -0.867, 2.981)
H (2.118, -0.916, 3.764)
H (1.599, -0.250, 2.056)
H (0.788, -1.915, 2.703)
H (0.253, -0.299, 3.316)
S (-2.430, -3.487, 1.810)
O (-3.610, -2.646, 1.365)
O (-1.200, -2.708, 1.378)
O (-2.531, -3.526, 3.279)
O (-2.459, -4.813, 1.164)
C (-3.088, 1.481, -1.345)
C (-1.811, 1.053, -0.619)
C (-1.459, 1.929, 0.577)
O (-0.183, 1.550, 1.061)
C (0.491, 2.605, 1.689)
N (-1.906, -0.367, -0.164)
H (-3.234, 0.859, -2.229)
H (-3.199, 2.542, -1.582)
H (-3.928, 1.234, -0.684)
H (-1.009, 1.121, -1.365)
H (-2.229, 1.881, 1.357)
H (-1.503, 2.986, 0.265)
H (-0.110, 3.047, 2.488)
H (0.658, 3.411, 0.952)
H (1.486, 2.330, 2.029)
H (-1.956, -0.876, -1.041)
H (-2.816, -0.421, 0.303)
C (3.252, -0.593, -0.453)
C (1.842, -0.489, -1.024)
C (1.857, -0.685, -2.553)
O (1.034, 0.217, -3.260)
C (1.555, 1.531, -3.302)
N (0.988, -1.506, -0.341)
H (3.292, -0.617, 0.634)
H (3.897, 0.147, -0.933)
H (3.682, -1.567, -0.737)
H (1.458, 0.503, -0.774)
H (1.641, -1.724, -2.808)
H (2.910, -0.595, -2.874)
H (2.479, 1.625, -3.888)
H (1.705, 1.945, -2.304)
H (0.776, 2.043, -3.870)
H (1.654, -2.247, -0.125)
H (0.446, -1.973, -1.066)

---

Here is C43H67GaN9O6P2 as an isolated structure from the OMol25 dataset. Energies are from wB97M-V/def2-TZVPD.

The charge is +3. The calculation puts the energy above the lowest of the compared OMol25 structures with the same formula, charge and spin at 0.014 eV. The calculation puts the molar mass at 937.74 g/mol. The value obtained for the orbital gap is 8.2 eV. As for the spin multiplicity: 1.

Element x y z (Å)
Ga (0.299, 0.503, 0.820)
C (-0.716, -3.624, 5.228)
C (-0.742, -2.112, 5.296)
C (-1.990, -1.535, 5.921)
O (-0.542, -1.503, 3.947)
P (-1.197, -1.830, 2.582)
O (-1.094, -0.648, 1.659)
C (-0.300, -3.207, 1.829)
P (0.907, -2.677, 0.585)
O (1.248, -1.215, 0.751)
O (2.154, -3.577, 0.665)
C (2.996, -4.093, 1.768)
C (3.121, -3.065, 2.873)
C (2.477, -5.437, 2.223)
O (0.278, -2.838, -0.815)
C (-0.201, -3.997, -1.613)
C (0.421, -5.305, -1.185)
C (-1.711, -3.995, -1.561)
O (-2.659, -2.251, 2.863)
C (-3.589, -2.881, 1.886)
C (-3.739, -4.340, 2.249)
C (-4.882, -2.108, 1.968)
H (-0.854, -4.022, 6.233)
H (0.242, -3.998, 4.859)
H (-1.529, -4.013, 4.608)
H (0.138, -1.755, 5.825)
H (-2.885, -1.860, 5.388)
H (-1.952, -0.445, 5.929)
H (-2.061, -1.879, 6.953)
H (-1.007, -3.877, 1.334)
H (0.196, -3.772, 2.616)
H (3.958, -4.226, 1.283)
H (2.174, -2.931, 3.408)
H (3.455, -2.103, 2.479)
H (3.860, -3.411, 3.596)
H (1.527, -5.355, 2.758)
H (3.202, -5.881, 2.905)
H (2.351, -6.116, 1.380)
H (0.132, -3.739, -2.614)
H (0.135, -5.577, -0.163)
H (1.507, -5.285, -1.259)
H (0.050, -6.087, -1.848)
H (-2.080, -4.348, -0.592)
H (-2.095, -4.675, -2.322)
H (-2.108, -2.998, -1.763)
H (-3.146, -2.760, 0.894)
H (-4.176, -4.437, 3.244)
H (-2.788, -4.877, 2.237)
H (-4.409, -4.823, 1.536)
H (-5.292, -2.169, 2.977)
H (-5.606, -2.540, 1.277)
H (-4.738, -1.059, 1.705)
C (3.950, 0.570, 1.023)
N (3.380, 1.830, 0.543)
C (4.070, 3.027, 1.013)
C (2.636, 1.835, -0.607)
N (1.503, 1.125, -0.634)
C (1.039, 0.583, -1.881)
C (1.925, -0.056, -2.704)
C (1.527, -0.575, -3.951)
C (0.228, -0.460, -4.344)
C (-0.736, 0.137, -3.494)
C (-2.087, 0.207, -3.914)
C (-3.041, 0.729, -3.094)
C (-2.684, 1.192, -1.815)
C (-1.382, 1.190, -1.385)
N (-1.112, 1.592, -0.031)
C (-1.806, 2.619, 0.487)
N (-2.067, 3.722, -0.223)
C (-3.336, 4.446, -0.086)
C (-1.249, 4.123, -1.357)
N (-2.219, 2.581, 1.787)
C (-2.308, 3.796, 2.595)
C (-3.074, 1.491, 2.262)
C (-0.349, 0.658, -2.225)
N (3.063, 2.574, -1.641)
C (4.495, 2.754, -1.907)
C (2.211, 3.037, -2.732)
H (4.940, 0.404, 0.587)
H (3.304, -0.263, 0.765)
H (4.066, 0.620, 2.105)
H (3.980, 3.065, 2.101)
H (3.607, 3.917, 0.591)
H (5.134, 3.034, 0.770)
H (2.960, -0.151, -2.391)
H (2.257, -1.056, -4.590)
H (-0.094, -0.835, -5.308)
H (-2.347, -0.175, -4.894)
H (-4.077, 0.764, -3.406)
H (-3.462, 1.542, -1.144)
H (-4.015, 3.910, 0.571)
H (-3.800, 4.512, -1.071)
H (-3.179, 5.456, 0.293)
H (-0.234, 3.780, -1.195)
H (-1.252, 5.211, -1.413)
H (-1.626, 3.718, -2.299)
H (-3.330, 4.170, 2.679)
H (-1.684, 4.582, 2.175)
H (-1.956, 3.565, 3.604)
H (-3.061, 0.674, 1.551)
H (-4.096, 1.860, 2.377)
H (-2.728, 1.125, 3.231)
H (5.090, 2.097, -1.282)
H (4.805, 3.788, -1.755)
H (4.681, 2.489, -2.948)
H (1.166, 2.936, -2.476)
H (2.397, 2.460, -3.639)
H (2.440, 4.085, -2.928)
N (2.098, 8.985, 6.877)
C (2.004, 7.954, 6.379)
C (1.882, 6.662, 5.750)
C (2.115, 6.532, 4.384)
C (2.003, 5.290, 3.782)
C (1.639, 4.196, 4.550)
C (1.400, 4.310, 5.908)
C (1.529, 5.550, 6.512)
N (1.508, 2.906, 3.918)
C (2.002, 1.705, 4.396)
C (1.671, 0.765, 3.477)
N (0.982, 1.382, 2.447)
C (0.901, 2.667, 2.752)
H (2.401, 7.399, 3.804)
H (2.218, 5.173, 2.726)
H (1.100, 3.448, 6.492)
H (1.345, 5.664, 7.571)
H (2.556, 1.640, 5.317)
H (1.879, -0.291, 3.471)
H (0.417, 3.426, 2.161)

---

Here is C27H26BClF2MoNP as an isolated structure in a non-equilibrium geometry from the OMol25 dataset. Energies are from wB97M-V/def2-TZVPD.

The charge is +2. The calculation puts the molar mass at 575.69 g/mol. The value obtained for the orbital gap (spin up / spin down) is 7.2 / 7.2 eV. As for the spin multiplicity: 3.

Element x y z (Å)
Mo (0.550, -0.054, -0.009)
C (2.278, -2.690, -0.232)
N (1.684, -1.754, 0.737)
C (2.766, -1.225, 1.582)
C (0.749, -2.524, 1.597)
C (-0.150, -1.591, 2.365)
C (-0.686, -1.935, 3.594)
C (-1.541, -1.058, 4.247)
C (-1.848, 0.171, 3.675)
C (-1.293, 0.522, 2.456)
C (-0.436, -0.347, 1.777)
H (2.623, -3.597, 0.274)
H (3.139, -2.235, -0.724)
H (1.543, -2.980, -0.986)
H (3.340, -2.045, 2.030)
H (2.351, -0.611, 2.388)
H (3.455, -0.620, 0.983)
H (1.311, -3.174, 2.281)
H (0.128, -3.167, 0.958)
H (-0.440, -2.887, 4.037)
H (-1.965, -1.328, 5.202)
H (-2.516, 0.854, 4.177)
H (-1.533, 1.493, 2.033)
Cl (-1.223, 1.725, -0.673)
C (-0.585, 3.339, -0.659)
C (-1.427, 4.433, -0.675)
C (-0.860, 5.701, -0.689)
C (0.518, 5.861, -0.678)
C (1.356, 4.756, -0.656)
C (0.805, 3.477, -0.659)
P (1.770, 1.940, -0.680)
C (3.468, 2.390, -0.247)
C (3.756, 2.607, 1.102)
C (5.024, 3.016, 1.469)
C (6.003, 3.194, 0.499)
C (5.715, 2.971, -0.839)
C (4.448, 2.564, -1.223)
C (1.718, 1.347, -2.388)
C (0.980, 1.961, -3.399)
C (0.902, 1.358, -4.643)
C (1.536, 0.147, -4.876)
C (2.273, -0.465, -3.872)
C (2.360, 0.122, -2.622)
H (-2.499, 4.311, -0.674)
H (-1.504, 6.566, -0.707)
H (0.940, 6.853, -0.682)
H (2.428, 4.885, -0.638)
H (2.978, 2.463, 1.845)
H (5.250, 3.203, 2.507)
H (6.992, 3.509, 0.790)
H (6.476, 3.122, -1.589)
H (4.216, 2.393, -2.264)
H (0.494, 2.912, -3.218)
H (0.338, 1.829, -5.433)
H (1.460, -0.322, -5.845)
H (2.774, -1.399, -4.071)
H (3.003, -0.300, -1.850)
F (-1.092, -2.346, -0.975)
B (-0.555, -1.218, -1.408)
F (-0.754, -0.984, -2.689)

---

Here is an isolated ion of composition C5H9NO and charge -1 in a non-equilibrium geometry from the OMol25 dataset. Energies are from wB97M-V/def2-TZVPD.

The charge is -1. The calculation puts the energy above the lowest of the compared OMol25 structures with the same formula, charge and spin at 0.262 eV. The calculation puts the molar mass at 99.13 g/mol. The value obtained for the orbital gap (spin up / spin down) is 3.8 / 7.5 eV. As for the spin multiplicity: 2.

Element x y z (Å)
N (-0.246, -0.708, -1.120)
C (1.123, -0.769, -0.581)
C (1.060, -0.434, 0.914)
C (-0.333, 0.153, 1.144)
C (-1.010, 0.176, -0.247)
C (-0.966, 1.568, -0.814)
O (-1.339, 2.593, -0.174)
H (-0.614, -1.644, -1.228)
H (1.541, -1.777, -0.747)
H (1.739, -0.116, -1.192)
H (1.915, 0.221, 1.130)
H (1.188, -1.321, 1.545)
H (-0.422, 1.158, 1.561)
H (-0.921, -0.537, 1.772)
H (-2.068, -0.142, -0.093)
H (-0.646, 1.577, -1.870)

---

Q: Which of these has the lowest molar mass?
A: C5H9NO

---

Q: Which value of molar mass does entry 1 give?
A: 456.93 g/mol